[1]
{
  "formula": "C17H27AsN2O4PdSSe2Te2",
  "method": "ωB97M-V/def2-TZVPD",
  "elements": ["H", "H", "H", "As", "H", "C", "H", "H", "C", "H", "C", "H", "C", "Te", "H", "H", "C", "C", "S", "H", "H", "C", "Se", "C", "H", "C", "O", "C", "H", "O", "C", "C", "C", "H", "H", "O", "Pd", "H", "H", "H", "C", "H", "N", "N", "H", "H", "H", "H", "H", "C", "Se", "C", "Te", "O", "H", "C", "H"],
  "coordinates": [[2.43798, 2.62565, -3.64467], [1.01946, -4.84052, 1.88297], [1.09826, -0.98517, 3.02922], [0.75473, -2.48129, 0.95819], [4.15167, 1.90165, -1.88850], [2.19711, 2.76661, -1.50247], [-1.36093, -1.15079, -3.36764], [-1.29101, -3.37998, 2.15192], [-3.92736, 1.67476, 1.31725], [-1.74919, -1.97850, 1.14347], [-3.40695, 1.32673, 2.56268], [1.65703, 3.27000, 0.52841], [-1.15838, -3.05942, -2.36260], [2.74658, -3.56905, -2.35196], [0.87912, 3.29654, -3.15455], [-1.69710, 0.53741, 3.59330], [1.40822, -4.33235, 0.99766], [3.69964, 2.64822, -1.23420], [-0.95523, 0.68883, -1.21583], [2.04935, 4.65086, -0.50240], [0.49580, 3.83814, -0.67308], [-3.17845, 1.50742, 0.16521], [3.84649, -0.66795, 0.93925], [1.57773, 1.38163, -1.46156], [-3.55859, 1.78757, -0.80493], [-1.14365, -2.88607, 1.18492], [0.38936, 1.32499, -0.67871], [1.94483, 3.27874, -2.92629], [-3.79263, 1.00965, 4.64839], [-1.48431, 1.41004, -2.33194], [-2.11966, 0.79985, 2.63428], [-4.21813, 1.54179, 3.80156], [1.55211, 3.68588, -0.47029], [-5.24373, 1.21061, 3.64409], [2.50375, -4.35726, 1.02769], [-1.91390, -3.82406, -2.91630], [1.40798, -1.63232, -1.42641], [3.88990, 2.35150, -0.20434], [-0.36977, 0.20942, 1.53098], [4.17655, 3.60811, -1.41947], [-1.90444, 0.98163, 0.26325], [-4.92380, 2.08333, 1.24877], [2.00760, 0.39124, -2.04920], [-0.73764, -0.83655, -1.38200], [1.05352, -4.85145, 0.10399], [0.56523, -2.62672, 3.50503], [2.25588, -2.30263, 3.00096], [-4.24232, 2.60541, 4.04455], [-2.59671, -1.46377, -2.11681], [-1.37221, 0.61419, 1.48488], [1.90994, -2.05239, -4.07045], [-1.52701, -1.53631, -2.34948], [4.18042, -1.50348, -1.30013], [-0.07307, -3.36877, -1.77903], [2.34409, 4.28356, -3.02770], [1.20685, -2.05146, 2.83457], [-1.46099, -3.55371, 0.38549]],
  "forces_ev_per_angstrom": [[0.0, 0.0, 0.0], [0.0, 0.1, 0.0], [-0.1, 0.0, 0.0], [0.1, -1.0, -0.2], [0.0, 0.0, 0.0], [-0.3, 0.1, -0.1], [-0.1, -0.1, 0.2], [0.1, 0.1, -0.1], [0.2, -0.1, 0.1], [0.1, -0.1, 0.0], [0.0, 0.0, -0.1], [0.0, 0.0, 0.2], [0.0, 0.5, 0.2], [0.0, -1.8, -0.7], [-0.1, 0.0, 0.0], [0.0, -0.1, 0.1], [0.1, 0.0, -0.1], [-0.2, -0.1, -0.1], [0.7, -0.8, 0.2], [0.1, 0.2, 0.1], [-0.1, 0.0, 0.0], [0.0, 0.1, -0.2], [0.7, -0.5, -0.1], [0.5, -0.8, -0.9], [-0.1, 0.0, -0.1], [-0.2, 0.2, -0.1], [-1.5, 0.0, 1.2], [0.1, 0.0, 0.1], [0.0, 0.0, 0.1], [-0.3, 0.2, 0.1], [0.0, 0.0, -0.2], [0.0, 0.1, 0.0], [0.1, 0.0, -0.1], [0.0, 0.0, 0.1], [-0.2, 0.1, 0.0], [-0.8, -0.3, -0.6], [1.0, 2.2, -0.4], [0.0, 0.0, 0.1], [0.0, 0.0, 0.0], [0.1, 0.1, 0.0], [0.2, 0.0, -0.5], [-0.1, 0.0, 0.0], [0.4, -0.1, 0.2], [0.7, 1.3, 0.7], [0.0, 0.2, 0.1], [0.0, 0.0, -0.2], [-0.1, 0.0, -0.1], [-0.1, 0.0, 0.1], [0.1, -0.1, -0.2], [0.2, 0.0, 0.2], [0.4, -0.2, 1.5], [-0.7, -0.8, -0.6], [-1.1, 1.0, 0.4], [-0.1, -0.4, 0.3], [0.0, 0.2, -0.1], [0.3, 0.4, -0.4], [0.1, 0.0, 0.0]],
  "gap_ev": [4.55, 4.57],
  "energy_ha": -9175.045836,
  "e_lumo_ev": [-2.704, -2.702]
}

=====

[2]
{
  "formula": "C17H27Cl2IrOS3Sb",
  "method": "ωB97M-V/def2-TZVPD",
  "elements": ["C", "C", "O", "S", "H", "H", "C", "H", "H", "H", "C", "H", "C", "H", "H", "S", "C", "C", "H", "C", "C", "C", "H", "C", "H", "H", "H", "Ir", "H", "C", "H", "H", "H", "H", "H", "H", "H", "Cl", "C", "H", "H", "H", "H", "H", "C", "S", "C", "Sb", "C", "H", "Cl", "C"],
  "coordinates": [[1.52921, -4.87678, -1.00494], [4.17107, 1.32655, -0.08688], [2.61220, -4.49581, -0.13468], [1.45774, 1.79211, 0.15630], [-3.72788, 1.34407, 1.55735], [-1.00113, -3.03559, -1.13979], [-1.68862, 2.74981, -1.14469], [-0.62779, 2.87183, -1.36199], [0.23225, 0.06738, 2.83665], [1.49434, -4.20717, -1.86412], [-2.14560, 1.31018, -1.33855], [-4.54068, -2.34147, -0.14741], [3.14871, 2.25762, 0.01013], [-4.29065, -0.75890, 0.57437], [-4.10893, -0.97835, -1.16770], [3.70844, -3.08904, 1.72733], [-1.94215, 0.84795, -2.77857], [-2.05756, -2.77437, -1.16214], [5.10668, 5.02805, 0.05310], [3.51974, 3.60715, 0.04676], [-2.45910, -1.82251, -0.03670], [4.85192, 3.97852, 0.02151], [-3.25394, 1.42737, 3.24800], [5.84031, 3.00683, -0.03726], [-3.49809, -0.14002, 2.49479], [-2.23904, 3.38910, -1.83884], [-2.27384, -2.33837, -2.13903], [1.33613, -0.35609, 0.11241], [0.58154, -4.87638, -0.47055], [-1.63008, 0.83223, 1.96361], [-1.26683, 1.85715, 1.84454], [6.88056, 3.30108, -0.03748], [1.77147, -5.88377, -1.32694], [-2.63561, -3.69794, -1.08484], [-3.19728, 1.22022, -1.05515], [6.26645, 0.89242, -0.14941], [-2.28001, -0.17604, -2.94597], [2.31089, 4.83664, 0.12656], [-3.92907, -1.43777, -0.19373], [-1.87701, 3.12238, -0.13688], [-1.20190, -0.88440, 3.22754], [-2.50504, 1.49248, -3.45707], [-0.88969, 0.90905, -3.06297], [-2.28296, -2.29291, 0.93380], [-3.11238, 0.86563, 2.32205], [1.02814, -2.47040, 0.60082], [-0.83340, 0.13061, 3.05866], [-1.21868, -0.06057, 0.03384], [5.50902, 1.66118, -0.09587], [-0.93878, 0.67917, 3.99727], [3.74848, -0.36651, -0.19852], [2.54844, -3.44361, 0.65127]],
  "forces_ev_per_angstrom": [[0.1, 0.1, 0.0], [0.0, -0.1, 0.0], [-0.1, -0.1, 0.0], [0.1, 0.6, 0.1], [0.0, 0.0, 0.0], [0.0, 0.0, 0.0], [-0.1, 0.0, 0.1], [0.0, 0.0, 0.0], [0.0, 0.0, 0.0], [0.0, 0.0, 0.0], [0.2, -0.1, -0.1], [0.0, 0.0, 0.0], [0.1, 0.0, 0.1], [0.0, 0.0, 0.0], [0.0, 0.0, 0.0], [-0.1, -0.1, -0.1], [-0.1, 0.0, 0.0], [0.1, 0.0, 0.0], [0.0, 0.0, 0.0], [0.0, 0.0, 0.0], [0.1, 0.0, -0.2], [0.0, 0.0, 0.0], [0.0, 0.0, 0.0], [0.0, 0.0, 0.0], [0.0, 0.0, 0.0], [0.0, 0.0, 0.0], [0.0, 0.0, 0.0], [0.0, -0.6, -0.9], [0.0, 0.0, 0.0], [-0.1, -0.1, 0.0], [0.1, 0.0, 0.0], [0.0, 0.0, 0.0], [0.0, 0.0, 0.0], [0.0, 0.0, 0.0], [0.0, 0.0, 0.0], [0.0, 0.0, 0.0], [0.0, 0.0, 0.0], [0.0, 0.0, 0.0], [0.0, 0.0, 0.0], [0.0, 0.0, 0.0], [0.0, 0.0, 0.0], [0.0, 0.0, 0.0], [0.0, 0.0, 0.0], [0.0, 0.0, 0.0], [0.0, 0.1, -0.1], [-0.1, -0.2, 0.0], [0.1, 0.0, 0.0], [-0.3, 0.2, 0.9], [0.0, 0.1, 0.0], [-0.1, 0.0, 0.0], [0.1, 0.0, 0.2], [0.2, 0.2, 0.4]],
  "gap_ev": 5.83,
  "energy_ha": -3198.478022,
  "de_lowest_kcal_mol": 51.31,
  "e_lumo_ev": -5.425,
  "total_charge": 1
}